Record 1
# C23H40Cl14O9

10 unconnected molecules or ions with the total composition C23H40Cl14O9 in a non-equilibrium geometry (ωB97M-V with the def2-TZVPD basis set, the Open Molecules 2025 dataset).

Calculated values
SMILES string: O=C1OCCO1.O=C1OCCO1.O=C1OCCO1.ClCCCl.ClCCCl.ClCCCl.ClCCCl.ClCCCl.ClCCCl.ClCCCl
HOMO, eV: -10.69
Net charge: 0

Each line ends with the Löwdin charge.
Element x y z (Å)
H  0.09  2.72  2.33  0.0411
H  -0.40  -6.06  -0.15  0.1206
Cl  2.46  -4.95  1.04  0.5904
O  -4.36  -4.79  0.58  0.1307
C  -2.12  -0.24  4.83  -0.5063
O  1.76  -1.27  -1.18  0.1207
H  -2.08  -3.07  3.39  0.1247
Cl  3.27  2.23  -1.46  0.5876
C  3.59  2.41  -4.22  -0.6054
H  -3.84  -4.63  -2.29  0.0489
C  -1.72  -1.01  2.68  -0.1401
Cl  -3.27  -4.25  -4.54  0.5627
C  -0.81  0.94  -1.40  -0.2092
C  -0.57  3.25  4.32  -0.6395
Cl  -3.31  3.18  -0.14  0.5569
C  -2.38  -2.04  3.59  -0.1824
H  -0.13  2.55  5.02  0.0594
C  -4.18  -3.93  -3.06  -0.6490
O  -2.14  0.51  5.75  0.1745
H  -2.96  5.35  2.06  0.0537
H  4.83  -1.72  -3.54  0.0667
H  -4.29  -1.82  -3.50  0.0693
H  -3.05  5.57  -0.43  0.0446
H  6.49  -2.57  -3.35  0.0671
H  1.47  3.33  3.34  0.0737
C  3.11  -2.82  2.52  -0.6138
H  -1.57  0.85  -2.18  0.1189
H  1.47  4.30  -1.89  0.0178
C  -1.16  0.29  -0.11  -0.1792
C  4.81  -3.31  -2.23  -0.6392
C  1.92  6.16  -0.93  -0.7128
C  0.74  -0.64  -1.06  -0.5175
O  -2.50  -5.74  -0.21  0.0730
H  0.61  4.44  -0.46  0.0183
H  -4.62  -2.37  -1.78  0.0759
C  -3.78  4.92  0.05  -0.6143
Cl  5.87  -4.18  -1.10  0.5673
H  -0.44  -3.33  0.32  0.1063
C  3.67  1.45  -3.01  -0.6741
H  -4.69  5.03  -0.52  0.0608
C  -1.15  -5.30  -0.35  -0.1026
H  4.36  3.17  -4.17  0.0728
Cl  2.21  7.18  -2.32  0.5746
H  2.58  -2.61  0.44  0.0432
C  -3.16  -4.75  0.40  -0.5963
H  4.71  1.13  -2.92  0.0074
H  -2.22  0.07  -0.12  0.1066
Cl  -0.41  4.70  5.34  0.5486
C  -3.90  5.18  1.55  -0.6493
Cl  -0.52  5.68  -2.10  0.5117
H  -1.60  3.16  3.97  0.0728
C  0.99  5.06  -1.27  -0.6647
H  1.63  6.64  0.00  0.0699
H  3.76  -1.96  2.69  0.0837
H  -0.53  -4.56  1.65  0.1062
H  4.12  -3.38  0.80  0.0262
H  2.57  2.78  -4.37  0.0622
C  -0.97  -4.19  0.72  -0.1317
H  2.92  5.90  -0.57  0.0733
H  -3.46  -2.14  3.38  0.1392
C  -3.98  -2.45  -2.66  -0.6287
H  -5.25  -4.11  -3.17  0.0839
O  -2.34  -3.80  0.87  0.0184
H  -0.71  -1.34  2.45  0.0379
O  -0.19  -0.78  -0.07  0.0109
Cl  0.17  4.92  2.27  0.5617
C  0.40  3.38  3.13  -0.6214
H  3.40  -3.58  3.25  0.0683
O  -2.20  -1.61  4.88  0.0782
C  3.08  -3.28  1.13  -0.6691
H  -0.76  2.01  -1.19  0.1033
Cl  1.45  -2.33  3.01  0.6103
H  -1.04  1.03  0.69  0.1113
H  -1.05  -4.93  -1.37  0.1221
H  4.53  -4.06  -2.96  0.0760
Cl  6.09  -0.85  -1.78  0.5537
Cl  -2.33  -2.03  -2.18  0.6775
O  -1.88  0.15  3.52  0.0410
H  -4.43  4.38  2.05  0.0448
Cl  3.87  1.41  -5.71  0.5296
H  3.96  -2.93  -1.67  0.0444
Cl  -5.11  6.48  1.82  0.5381
O  0.36  0.38  -1.88  0.0537
H  -2.33  -1.06  1.78  0.1155
C  5.59  -2.17  -2.90  -0.6156
H  2.96  0.64  -3.16  0.0518

Record 2
# C22H27AsN5O7P2SW

A molecular structure, C22H27AsN5O7P2SW in a non-equilibrium geometry (ωB97M-V with the def2-TZVPD basis set, the Open Molecules 2025 dataset).

Calculated values
HOMO (alpha / beta), eV: -10.61 / -10.65
Multiplicity: 3
Net charge: +1
<S²>: 2.115

Each line ends with the Löwdin spin population.
Element x y z (Å)
H  3.41  -1.59  2.86  0.0001
H  2.38  1.92  -3.65  -0.0023
H  -0.82  -4.50  0.75  0.0001
H  -1.36  2.96  1.55  0.0004
N  1.46  -0.91  3.10  0.0059
C  1.04  1.61  -5.28  0.1129
C  -0.68  -1.83  -2.00  0.0244
H  -1.16  -2.19  1.32  0.0005
C  -0.48  -3.17  -2.32  0.0004
H  -0.30  -3.43  -3.35  -0.0005
H  2.26  -1.84  4.76  0.0000
H  -0.30  0.36  4.36  0.0001
N  0.31  -0.11  1.25  0.0027
C  4.74  0.90  -0.26  0.0004
C  -0.90  -1.40  -0.68  0.0182
H  -1.76  2.03  4.85  0.0002
N  -0.91  2.07  1.74  0.0108
C  0.51  -0.14  2.53  0.0067
H  -0.58  -1.13  -2.82  0.0036
H  3.41  2.57  -0.14  -0.0015
C  2.54  -1.41  2.24  0.0005
W  -1.35  0.66  0.08  1.0289
H  2.26  -2.35  1.76  0.0002
C  3.50  1.52  -0.41  -0.0046
O  -4.12  -1.88  0.33  0.0035
H  -4.70  0.57  2.58  0.0001
P  -3.90  -0.61  1.00  0.0092
C  -0.53  -4.14  -1.35  0.0174
H  2.80  -0.68  1.48  0.0001
O  -4.83  3.07  -0.53  0.0012
C  -1.25  1.13  -4.76  0.0667
O  -4.07  2.42  1.85  0.0031
H  1.73  -1.10  -1.63  -0.0003
H  -2.27  0.90  -5.05  0.0014
H  -0.39  -5.19  -1.60  0.0009
H  0.78  -1.00  5.10  0.0001
C  -0.76  -3.76  -0.04  0.0046
H  5.84  -0.93  -0.48  -0.0001
C  4.88  -0.44  -0.59  -0.0014
H  1.81  1.77  -6.02  0.0063
C  -0.95  -2.42  0.28  0.0168
C  3.80  -1.15  -1.08  -0.0004
C  0.39  1.48  -2.96  0.0926
C  1.71  -0.93  4.53  0.0006
H  0.90  -0.72  0.71  0.0009
H  -5.69  3.26  -0.13  0.0001
C  2.41  0.81  -0.90  -0.0161
H  2.29  -0.07  4.87  0.0004
O  -4.15  0.67  -0.02  0.0329
C  -0.27  1.34  -5.69  -0.0066
C  2.57  -0.53  -1.24  -0.0039
H  3.91  -2.20  -1.35  0.0000
N  -0.29  0.59  3.38  0.0039
H  5.58  1.46  0.12  0.0001
C  -0.93  1.17  -3.37  0.0751
H  -0.50  1.29  -6.75  -0.0021
N  -1.69  2.38  3.90  0.0005
P  -3.89  2.22  0.40  0.0067
O  -2.47  -0.23  1.55  0.0430
C  1.36  1.68  -3.93  -0.0170
O  -2.48  2.43  -0.22  0.0507
C  -0.99  1.70  2.98  0.0044
S  -2.18  0.75  -2.29  0.4830
As  0.71  1.74  -1.09  -0.0865
O  -4.89  -0.30  2.20  0.0001
H  -2.50  2.87  3.55  0.0001

Record 3
# C22H30NO3

A gas-phase ion, C22H30NO3 (charge +1) (ωB97M-V with the def2-TZVPD basis set, the Open Molecules 2025 dataset).

Calculated values
SMILES string: C[C@@H]1C[N@H+](CCCCOc2cccc(Oc3ccccc3)c2)C[C@H](C)O1
HOMO, eV: -10.93
Net charge: +1

Each line ends with the Löwdin charge.
Element x y z (Å)
C  -0.71  -2.01  0.76  -0.3607
H  -0.70  -3.99  1.60  0.0926
C  5.71  -0.96  -0.90  -0.0708
O  -0.95  -2.49  -0.55  -0.0536
H  0.18  -2.79  2.57  0.0909
H  -0.03  -1.14  0.71  0.1342
C  -2.88  -1.08  -0.79  -0.0494
H  -2.67  2.35  -1.10  0.1312
H  5.82  -1.58  -1.78  0.1082
H  5.30  1.23  2.23  0.1216
H  -2.34  -2.97  -2.72  0.0931
C  0.86  1.26  0.70  0.0549
H  -5.50  1.36  1.03  0.1271
C  6.83  -0.60  -0.17  -0.0817
C  2.48  1.79  -0.99  -0.0023
H  -4.71  -0.87  1.11  0.1428
C  -2.44  2.61  -0.06  -0.1740
H  -0.73  -2.42  -3.14  0.0937
N  -2.70  -0.56  0.58  -0.0983
H  3.58  -0.82  -1.08  0.1208
C  -4.52  1.21  0.57  -0.1566
H  -1.84  -1.17  2.40  0.1496
H  0.63  0.87  1.68  0.1339
H  3.50  1.79  -1.35  0.1231
H  -3.33  -0.32  -1.42  0.1365
H  -4.68  1.08  -0.50  0.1117
C  0.17  2.41  -1.30  -0.0266
H  -2.07  0.29  0.54  0.1333
H  -3.37  2.51  1.87  0.1287
H  -3.54  -1.95  -0.75  0.1562
C  -2.03  -1.58  1.41  -0.0492
H  -4.31  3.33  0.62  0.1261
H  -2.69  -2.45  1.50  0.1544
C  -3.97  -0.08  1.20  -0.1132
H  -0.86  -0.62  -1.42  0.1550
C  -0.13  1.85  -0.07  -0.2603
C  -1.53  -1.51  -1.37  -0.3606
C  -3.68  2.47  0.82  -0.1421
H  -2.11  -1.37  -3.45  0.0897
H  7.55  0.46  1.54  0.1094
H  -2.09  3.65  -0.03  0.1429
H  7.81  -0.94  -0.47  0.1060
C  -0.05  -3.13  1.56  -0.0032
O  3.07  0.66  1.08  0.0447
H  -0.59  2.88  -1.91  0.1086
C  -1.69  -2.10  -2.77  -0.0053
C  1.48  2.38  -1.74  -0.0491
C  2.17  1.22  0.24  -0.2475
H  0.88  -3.42  1.07  0.0935
C  4.45  -0.53  -0.52  -0.0288
H  -3.77  0.10  2.26  0.1409
H  1.73  2.83  -2.69  0.1168
C  5.43  0.62  1.36  0.0016
O  -1.41  1.77  0.46  -0.1118
C  6.68  0.19  0.96  -0.0687
C  4.32  0.27  0.61  -0.2601

Record 4
# C4H7ClN

A gas-phase ion, C4H7ClN (charge +1) in a non-equilibrium geometry (ωB97M-V with the def2-TZVPD basis set, the Open Molecules 2025 dataset).

Calculated values
SMILES string: Cl[C@@H]1C[N@@H+]2C[C@H]12
HOMO, eV: -15.42
Net charge: +1

Each line ends with the Löwdin charge.
Element x y z (Å)
C  -0.02  0.25  1.39  0.0289
H  1.07  0.19  1.18  0.1077
N  -0.61  0.85  0.11  0.0187
C  0.28  -0.95  -0.77  -0.5275
H  0.19  1.21  -1.94  0.1692
Cl  1.83  -1.75  -0.31  0.6784
C  0.33  0.57  -1.03  -0.0855
H  -0.33  0.58  2.36  0.1394
H  -1.64  -1.19  0.60  0.1614
H  -0.07  -1.60  -1.48  0.0700
H  -1.54  1.41  0.22  0.2483
H  1.24  1.04  -0.77  0.1077
C  -0.73  -0.63  0.44  -0.1167

Record 5
# C11H12NO2

2 unconnected molecules or ions with the total composition C11H12NO2 in a non-equilibrium geometry (ωB97M-V with the def2-TZVPD basis set, the Open Molecules 2025 dataset).

Calculated values
HOMO, eV: -4.31
Net charge: -1

Each line ends with the Löwdin charge.
Element x y z (Å)
C  -3.16  -1.67  -0.59  -0.0835
C  0.46  0.33  2.89  -0.1275
N  0.33  -0.49  -0.70  0.0550
C  0.95  0.23  1.59  -0.0142
H  1.96  0.56  1.38  0.0967
H  -3.99  -1.03  -0.30  0.0606
C  -0.78  -0.97  -1.33  -0.0425
H  -3.44  -1.56  -1.66  0.0680
C  -0.83  -0.14  3.16  -0.1557
C  2.95  0.95  -2.42  -0.7065
O  3.92  1.01  -3.21  -0.0548
H  -2.68  -0.96  2.54  0.0947
H  2.63  3.15  -2.36  0.0596
C  0.06  -0.24  0.60  -0.2305
H  -1.00  -0.96  -2.37  0.1089
H  1.18  0.48  3.69  0.0833
O  2.25  -0.10  -2.25  -0.0583
C  2.52  2.26  -1.75  -0.0297
H  1.30  -0.24  -1.32  0.0706
H  3.12  2.29  -0.83  0.0681
H  -3.27  -2.69  -0.23  0.0639
C  -1.27  -0.68  0.88  -0.1632
H  1.46  2.24  -1.47  0.0575
C  -1.77  -1.16  -0.34  -0.2535
H  -1.20  0.02  4.17  0.0842
C  -1.70  -0.65  2.22  -0.0511

Record 6
# C50H59N5OPSiTl

A molecular structure, C50H59N5OPSiTl (ωB97M-V with the def2-TZVPD basis set, the Open Molecules 2025 dataset).

Calculated values
HOMO, eV: -8.12
Net charge: 0

Each line ends with the Löwdin charge.
Element x y z (Å)
H  -2.90  -2.14  -3.21  0.0994
C  4.92  0.36  2.13  -0.0972
C  -1.89  4.78  0.91  -0.1767
H  -2.36  2.68  -4.92  0.1133
C  -3.03  1.85  -4.68  -0.1936
H  3.33  -0.38  5.08  0.1045
H  -2.92  -0.28  -4.48  0.0979
H  5.21  0.58  -2.94  0.1119
H  -4.62  1.59  -3.22  0.1137
C  2.16  2.15  -2.53  -0.1810
H  -0.29  3.99  2.15  0.0942
C  1.42  3.71  4.46  -0.0902
C  -0.13  2.51  -0.05  -0.3901
C  -2.39  -2.77  -2.47  -0.1688
C  2.19  -1.87  6.09  -0.0874
H  -4.40  -2.58  -0.83  0.1460
C  1.64  -0.99  3.90  -0.2227
H  -4.64  -3.59  -3.76  0.1087
H  1.42  2.56  -3.23  0.1025
C  -2.47  -5.17  -1.71  -0.0271
N  -2.40  -0.95  1.38  -0.0606
H  -2.30  3.89  -1.02  0.0896
H  0.56  4.54  -0.19  0.1210
H  3.72  -1.21  -1.70  0.0831
H  0.92  4.03  5.36  0.1030
H  -1.05  2.52  -2.91  0.1122
H  -0.81  -0.45  -3.50  0.0923
C  0.26  -2.71  4.93  -0.0827
H  2.00  5.69  3.88  0.1012
H  2.09  0.84  -0.81  0.0998
H  -4.70  -7.63  -2.34  0.1019
C  3.45  1.79  -3.28  -0.1861
H  -1.56  -4.99  -1.15  0.0926
P  -0.14  1.10  -1.23  1.0830
H  -2.98  4.81  1.04  0.1088
C  -2.74  1.39  -2.20  -0.1970
C  -1.55  4.54  -0.57  -0.1855
H  5.22  -2.76  -0.11  0.1049
H  1.54  -0.30  -3.56  0.0988
C  -4.61  -1.31  1.70  -0.0385
C  0.15  -3.98  0.71  -0.3495
N  -0.14  -5.87  3.48  0.1140
H  0.85  2.37  0.42  0.0804
C  2.66  4.22  2.46  -0.0927
H  -2.98  0.33  -2.07  0.0978
H  -2.00  -0.01  3.23  0.1098
H  -0.83  1.58  1.75  0.0774
H  -0.58  -3.39  4.87  0.0930
C  1.09  -2.72  6.04  -0.0825
C  2.69  2.86  2.15  -0.1219
C  1.45  2.36  4.13  -0.0815
C  2.46  -1.02  5.03  -0.0973
C  3.90  -1.47  0.98  -0.0976
C  1.60  0.93  -1.78  -0.4199
H  2.36  2.94  -1.80  0.1115
H  -1.52  5.76  1.22  0.1088
C  6.28  -1.15  0.85  -0.0918
H  -2.15  2.06  0.70  0.1023
C  -4.80  -5.64  -3.14  -0.0847
H  -0.15  0.92  -4.39  0.1093
C  5.14  -1.88  0.52  -0.0978
C  -3.03  -4.14  -2.46  -0.2340
H  4.37  1.04  -1.49  0.1118
H  -5.62  -1.64  1.53  0.1040
C  -4.24  -6.65  -2.38  -0.0870
C  -2.74  -0.46  2.59  -0.1571
H  -1.89  3.57  2.72  0.1178
C  -4.09  -0.66  2.82  -0.0802
C  -4.20  -4.38  -3.17  -0.0523
H  3.70  -1.16  -3.45  0.1148
H  3.21  2.54  1.25  0.1009
C  3.44  -0.60  -2.55  -0.1670
H  -2.62  -7.20  -1.07  0.1085
H  -2.92  1.85  -1.23  0.0900
C  -1.17  2.37  1.07  -0.2068
O  0.98  -0.06  1.24  -0.4342
H  -0.11  -1.86  3.01  0.0628
H  1.42  -1.23  -2.08  0.0868
C  0.54  -1.85  3.87  -0.0942
H  -1.94  0.34  -5.79  0.1138
C  -3.62  2.04  -3.27  -0.1735
H  3.01  -2.04  0.71  0.0915
H  7.25  -1.47  0.49  0.0994
C  2.09  1.91  2.97  -0.2135
H  2.84  -1.88  6.96  0.0996
H  3.20  1.41  -4.28  0.1146
H  -5.71  -5.82  -3.70  0.1015
H  4.85  1.24  2.77  0.0970
C  -3.49  -2.09  -0.47  -0.0901
H  -3.74  3.10  -3.06  0.1071
H  0.89  -3.39  6.86  0.1026
C  3.77  -0.34  1.80  -0.2109
C  -0.07  -5.50  2.39  -0.3706
C  4.22  0.72  -2.52  -0.1884
C  6.17  -0.03  1.66  -0.0886
H  0.98  1.64  4.79  0.1032
H  -1.35  -2.84  -2.78  0.1161
C  1.91  -0.37  -2.54  -0.1945
H  -4.63  -0.38  3.72  0.0927
C  -1.28  3.69  1.81  -0.1712
N  -2.41  -2.09  -1.17  -0.0427
C  -3.54  -1.48  0.82  -0.3272
H  -1.60  5.48  -1.12  0.1134
C  -0.17  3.91  -0.71  -0.1783
C  -2.26  0.54  -4.76  -0.1826
H  -3.83  1.88  -5.43  0.1101
Si  2.05  0.10  2.43  0.4567
H  4.04  2.69  -3.43  0.1112
H  3.14  4.94  1.81  0.1016
N  -0.04  -5.16  1.11  0.0937
Tl  -0.61  -1.00  0.12  0.8505
N  0.37  -2.96  0.16  0.0661
C  -1.03  0.57  -3.84  -0.1864
H  7.05  0.53  1.93  0.0997
C  -1.27  1.48  -2.62  -0.4138
C  2.02  4.64  3.62  -0.1011
C  -3.07  -6.41  -1.66  -0.0653
H  0.14  3.88  -1.75  0.0857

Calculated values (eV) of relative energy (zero: lowest compared OMol25 entry of this formula, charge and spin) for the records, taken in order: 0.000, 3.122, 0.880, 2.601, 0.724, 0.000.